Entry 1:
C11H27BBrNO12PS2 | ωB97M-V with the def2-TZVPD basis set

Each line ends with the Mulliken charge.
Geometry (Å):
C: 2.15140 -1.07189 -0.34399  -1.199
C: 1.02084 -1.55545 -1.30343  0.041
P: 0.80708 -3.45916 -1.24366  0.095
N: 0.73067 -5.25919 -1.14545  -0.618
O: 0.40431 -3.67097 -2.93792  -0.556
C: -0.98777 -3.74204 -3.13416  -0.832
C: -1.83646 -3.50868 -1.79637  1.069
C: -2.91613 -2.42789 -2.14091  -1.511
C: -2.90217 -1.17530 -1.20972  -0.559
C: -2.31928 0.01720 -1.99892  -0.773
Br: -2.44247 1.68822 -0.97259  -0.254
B: -2.57144 -4.78939 -1.13377  0.536
O: -2.01330 -5.42201 -0.01208  -0.506
O: -3.77863 -5.32127 -1.60342  -0.635
O: -0.86366 -3.17811 -0.82862  -0.436
H: 3.04230 -0.76049 -0.91139  0.272
H: 1.77112 -0.20919 0.22435  0.263
H: 2.46348 -1.85582 0.36482  0.336
H: 0.08700 -1.09443 -0.94307  -0.267
H: 1.16496 -1.18552 -2.33255  0.418
H: 2.19113 -3.54165 -1.71697  -0.059
H: 1.17914 -3.53789 0.15477  -0.062
H: 1.45847 -5.56597 -0.50523  0.276
H: 0.91278 -5.70423 -2.03930  0.188
H: -1.13245 -2.96673 -3.92110  0.374
H: -1.34850 -4.65698 -3.65850  0.237
H: -3.92251 -2.87375 -2.08856  0.445
H: -2.83448 -2.05512 -3.17626  0.437
H: -3.95825 -0.92909 -0.99969  0.439
H: -2.39463 -1.33233 -0.25181  0.440
H: -1.28512 -0.21822 -2.27782  0.376
H: -2.90587 0.13051 -2.91734  0.485
H: -2.39603 -5.03840 0.79107  0.272
H: -4.29849 -5.53685 -0.81431  0.277
C: -0.24311 5.27567 -1.02639  -0.240
C: 0.41974 6.36707 -0.21182  -0.377
O: 1.40412 5.69272 0.56905  -0.309
S: 1.97541 4.43186 -0.26185  1.108
O: 3.18684 4.82679 -0.88983  -0.602
O: 1.87841 3.27744 0.54362  -0.368
O: 0.81734 4.38914 -1.38432  -0.314
H: -0.96968 4.71938 -0.42941  0.179
H: -0.73014 5.66345 -1.91861  0.307
H: -0.28328 6.89297 0.43039  0.323
H: 0.93210 7.08713 -0.85632  0.275
C: 1.89454 2.09766 5.60077  -0.340
C: 1.54341 3.55079 5.84855  -0.362
O: 2.24887 4.27256 4.83848  -0.361
S: 2.34267 3.36352 3.50095  1.242
O: 1.31090 3.74608 2.61559  -0.472
O: 3.70048 3.30076 3.10534  -0.585
O: 1.93122 1.96207 4.18108  -0.289
H: 2.88573 1.85724 5.99346  0.290
H: 1.16176 1.41558 6.02644  0.302
H: 1.84189 3.88888 6.83837  0.310
H: 0.47368 3.72928 5.71041  0.273

HOMO energy   -3.598 eV
Gap between HOMO and LUMO   5.5417 eV
Charge   -1
DFT total energy   -139582.3903 eV
Multiplicity   1

=====

Entry 2:
H4NO2P2 | ωB97M-V with the def2-TZVPD basis set

Each line ends with the Mulliken charge.
Geometry (Å):
N: -0.30458 0.02115 -1.69761  -0.726
P: 0.48801 -0.55176 0.05948  0.718
O: 1.93085 -0.72632 -0.14205  -0.665
O: -0.34671 -1.68758 0.57502  -0.680
P: 0.00024 1.17275 1.41142  -0.230
H: 0.51755 0.54746 -1.96562  0.227
H: -1.20230 0.62936 -1.54269  0.222
H: 0.24468 0.00012 2.07031  0.086
H: -1.32772 0.59483 1.23174  0.048

HOMO energy   -4.522 eV
Gap between HOMO and LUMO   8.8906 eV
Charge   -1
DFT total energy   -24229.8200 eV
Multiplicity   1
Structure (SMILES)   N[P@](=O)([O-])P

=====

Entry 3:
C20H28AsAuBr4N2O3Si2 | ωB97M-V with the def2-TZVPD basis set

Each line ends with the Mulliken spin population.
Geometry (Å):
Au: 2.74019 -17.22802 7.99474  0.215
Br: 6.17937 -19.16968 1.85508  0.014
C: 5.73292 -18.21682 3.43501  0.097
C: 5.99342 -16.79828 3.47312  0.070
Br: 7.09519 -15.99689 2.11223  0.010
C: 5.42639 -16.04621 4.47201  0.029
Br: 5.75607 -14.15465 4.59548  0.004
C: 4.70464 -16.60704 5.61475  0.142
O: 4.15855 -15.93619 6.50775  0.218
C: 4.58264 -18.09582 5.59902  0.196
O: 3.88789 -18.66621 6.52167  0.228
C: 5.12337 -18.84551 4.50452  -0.008
Br: 5.06459 -20.71837 4.57020  0.001
C: 7.18899 -19.93964 7.39992  0.009
C: 6.78778 -19.71834 8.84561  -0.004
O: 7.08818 -20.56271 9.68986  0.000
N: 6.07788 -18.61734 9.06411  0.001
C: 5.50925 -18.23212 10.36716  -0.003
C: 4.23426 -19.05982 10.59450  0.000
C: 4.30959 -20.27454 11.31232  0.002
C: 3.23004 -21.09675 11.20591  -0.001
C: 2.03606 -20.68453 10.56600  -0.001
C: 2.00444 -19.45019 9.99004  0.002
N: 3.10578 -18.61385 10.04646  0.012
H: 7.82354 -20.80118 7.45190  0.000
H: 7.81069 -19.13035 6.90652  0.000
H: 6.23207 -20.08407 6.80405  -0.005
H: 5.77116 -18.09091 8.26638  0.002
H: 5.13583 -17.22824 10.27912  0.002
H: 6.24541 -18.30102 11.17986  0.000
H: 5.23717 -20.63147 11.74506  0.000
H: 3.16770 -22.08583 11.64181  0.000
H: 1.15268 -21.25427 10.63699  0.000
H: 1.23109 -19.12435 9.33132  -0.007
C: 0.67832 -16.57251 5.04946  0.006
Si: 0.45359 -14.98051 6.02651  -0.073
C: -1.23051 -14.16184 5.82607  0.029
C: 1.72400 -13.84266 5.33911  0.023
As: 0.45818 -15.88038 8.24909  0.759
Si: 0.78021 -14.07712 9.68968  -0.050
C: 2.70438 -13.89757 9.70010  0.063
C: 0.27358 -14.74136 11.39799  0.003
C: 0.06916 -12.53714 9.12148  0.005
H: 0.73920 -16.26580 3.98883  0.000
H: -0.03936 -17.39015 5.28148  0.003
H: 1.70558 -16.95049 5.34269  0.005
H: -1.51288 -13.92385 4.75554  0.001
H: -1.22097 -13.21375 6.28362  -0.006
H: -2.01687 -14.75346 6.35982  -0.003
H: 1.18531 -13.48877 4.42978  0.002
H: 2.68397 -14.37067 5.19029  0.003
H: 1.77315 -12.97872 5.93677  0.001
H: 3.32446 -14.80869 9.97712  -0.009
H: 2.69966 -13.18557 10.52979  0.008
H: 3.18135 -13.41241 8.83948  -0.004
H: 0.72577 -15.71306 11.33989  0.001
H: -0.76442 -14.90560 11.63811  0.005
H: 0.68864 -14.25593 12.26628  0.000
H: 0.39257 -12.28937 8.08680  0.000
H: 0.07933 -11.55660 9.60044  0.000
H: -1.00329 -12.65835 9.05223  0.005

⟨S²⟩   2.0281
HOMO energy (alpha / beta)   -7.662 / -8.490 eV
Gap between HOMO and LUMO (alpha / beta)   7.7663 / 6.1035 eV
Charge   0
DFT total energy   -390772.5457 eV
Multiplicity   3

=====

Entry 4:
C4H9FN | ωB97M-V with the def2-TZVPD basis set

Each line ends with the Mulliken charge.
Geometry (Å):
C: -2.10779 1.07456 0.46186  -0.443
C: -0.99299 0.50671 0.85394  -0.398
C: 1.44447 -0.20351 -0.63178  -0.526
C: 0.75889 1.07140 -0.19815  -0.072
N: 0.65742 -1.36676 -1.38538  -0.289
F: 0.21146 1.76972 -1.20607  -0.262
H: -2.97816 0.91956 1.00444  0.322
H: -2.19491 1.60843 -0.47369  0.253
H: -0.75902 -0.28195 1.54902  0.361
H: 2.38700 0.19600 -1.12161  0.326
H: 1.83028 -0.82055 0.22926  0.320
H: 1.50111 1.62451 0.38770  0.327
H: 0.88280 -2.19663 -0.83623  0.366
H: 0.90072 -1.47784 -2.35967  0.357
H: -0.35191 -1.08061 -1.30585  0.359

HOMO energy   -13.657 eV
Gap between HOMO and LUMO   9.7539 eV
Charge   +1
DFT total energy   -8491.1465 eV
Multiplicity   1

=====

Entry 5:
C8H9BrOSi | ωB97M-V with the def2-TZVPD basis set

Each line ends with the Mulliken charge.
Geometry (Å):
C: 2.63415 2.82430 0.25459  -0.315
C: 1.72487 2.29742 1.19740  -0.831
C: 2.44851 2.56494 -1.07881  -0.286
C: 0.72029 1.48465 0.67873  -0.038
C: 1.47299 1.70839 -1.55271  -0.188
C: 0.61220 1.16145 -0.67839  0.439
C: -4.15095 -2.82865 0.04690  -0.476
C: -3.04710 -2.38742 -0.51962  -0.368
O: -0.47940 0.37295 -1.06674  -0.085
Si: -2.04039 0.46374 -1.26027  0.273
Br: -3.38003 1.24673 0.46476  -0.272
H: 3.47850 3.51193 0.56008  0.293
H: 1.82057 2.39268 2.19217  0.507
H: 3.09778 3.04463 -1.91590  0.218
H: -0.17182 1.03493 1.24981  0.198
H: 1.51250 1.61536 -2.68550  0.285
H: -4.40924 -3.84115 -0.15443  0.262
H: -4.82450 -2.18947 0.62926  0.211
H: -2.24307 -2.94749 -0.95288  0.266
H: -2.39318 1.14955 -2.48392  -0.092

HOMO energy (alpha / beta)   -8.637 / -7.648 eV
Gap between HOMO and LUMO (alpha / beta)   8.1774 / 7.5353 eV
Charge   0
DFT total energy   -88406.3544 eV
Multiplicity   1

=====

Entry 6:
C6H12N2O | ωB97M-V with the def2-TZVPD basis set

Each line ends with the Mulliken charge.
Geometry (Å):
C: 3.27598 -0.56046 -0.29203  -0.081
C: -0.90663 1.98249 0.10766  -0.539
C: -1.75337 0.79377 -0.54586  -0.574
C: 0.45490 1.37510 0.28609  -0.626
C: -0.89686 -0.35123 -0.20370  0.697
C: -1.28385 -1.79726 -0.16398  -1.420
N: 0.34739 -0.05950 0.26525  0.858
N: 1.35631 -0.78575 0.66166  -1.304
O: 3.64112 0.61626 -0.31606  -0.548
H: 3.87802 -1.18976 0.31430  0.298
H: -0.81299 2.82307 -0.49206  0.348
H: -1.34687 2.23180 1.18974  0.241
H: -2.71368 0.71676 -0.04218  0.333
H: -1.73910 0.70774 -1.60273  0.345
H: 1.21594 1.67836 -0.53707  0.300
H: 0.99237 1.85715 1.20486  0.307
H: -0.34225 -2.29023 -0.50542  0.314
H: -2.25628 -2.01383 -0.73026  0.322
H: -1.46456 -2.12219 0.85597  0.301
H: 1.06717 -1.79558 0.50983  0.202
H: 2.66641 -0.98551 -1.08517  0.228

HOMO energy   -7.550 eV
Gap between HOMO and LUMO   8.2622 eV
Charge   0
DFT total energy   -11440.1842 eV
Multiplicity   1

=====

Entry 7:
C13H36BiClIP3 | ωB97M-V with the def2-TZVPD basis set

Each line ends with the Mulliken charge.
Geometry (Å):
C: -1.91261 2.09371 -2.71807  -1.299
I: 0.14756 -1.10984 -3.55282  -0.119
H: -2.51644 2.88616 -2.31239  0.420
H: -2.59097 1.40163 -3.24230  0.429
H: -1.18886 2.50547 -3.42807  0.458
Bi: -0.71399 0.71595 -1.39349  0.890
P: -2.98912 -0.84021 -0.52737  0.661
C: -3.17945 -2.48279 -1.33811  -1.193
C: -3.37619 -1.14088 1.23957  -1.129
H: -4.43197 -1.42124 1.33352  0.460
H: -5.35471 -0.42926 -0.80143  0.469
H: -3.17272 -0.20952 1.77966  0.305
H: -4.42317 1.09946 -0.55159  0.359
H: -2.43509 -3.17513 -0.93533  0.291
H: -2.73967 -1.93966 1.63655  0.371
C: -4.45109 0.13207 -1.06668  -1.130
H: -4.18822 -2.86578 -1.14722  0.428
H: -4.40760 0.29978 -2.14796  0.357
H: -3.01317 -2.36092 -2.41030  0.363
P: 1.46506 2.54412 -1.00029  0.595
C: 2.99750 2.22920 -1.96199  -1.152
C: 0.78332 4.14382 -1.61779  -1.064
H: 1.09217 3.12133 1.30613  0.313
H: 2.61247 3.87145 0.70050  0.544
H: 2.58576 2.13808 1.13164  0.318
C: 1.99701 2.96298 0.70524  -1.139
H: -0.09480 4.40149 -1.00239  0.350
H: 1.54964 4.92581 -1.53544  0.447
H: 3.69464 3.07218 -1.85842  0.420
H: 2.72365 2.08898 -3.01635  0.386
H: 0.46116 4.02123 -2.66229  0.346
H: 3.47045 1.31150 -1.58897  0.295
Cl: -1.78541 2.32628 0.43293  -0.379
C: 0.45030 -3.52811 -0.12877  -1.316
C: 0.26789 -2.64817 1.09446  -0.257
P: 0.79645 -0.90179 0.83739  0.713
C: 0.71966 -0.02321 2.43882  -0.283
C: 1.24966 -0.73916 3.67038  -1.261
C: 2.64479 -0.89083 0.56733  -0.349
C: 3.53347 -1.85302 1.33067  -1.402
H: -0.15173 -3.19357 -0.98097  0.128
H: 0.14058 -4.55460 0.09969  0.427
H: 1.49343 -3.56362 -0.46035  0.331
H: -0.80286 -2.59636 1.36022  0.100
H: 0.79713 -3.05333 1.97152  0.518
H: 1.27711 0.91769 2.31691  0.074
H: -0.33451 0.24558 2.57129  0.375
H: 2.34319 -0.74313 3.70292  0.242
H: 0.91957 -0.21238 4.57720  0.409
H: 0.89559 -1.77171 3.74714  0.318
H: 2.76138 -1.04865 -0.51516  0.362
H: 2.97545 0.13240 0.79398  0.250
H: 3.17640 -2.89527 1.32259  0.295
H: 4.53177 -1.87203 0.86704  0.425
H: 3.70014 -1.52416 2.36702  0.226

HOMO energy (alpha / beta)   -14.970 / -14.971 eV
Gap between HOMO and LUMO (alpha / beta)   5.3587 / 5.3598 eV
Charge   +2
DFT total energy   -68379.8318 eV
Multiplicity   1